Molecular formula: C22H27BrN2O5
Method: DFT, wB97M-V/def2-TZVPD

Structure (ORCA input):
```
! RIJCOSX wB97M-V def2-TZVPD def2/J DEFGRID3
* xyz 0 1
H -7.65660 -1.60177 0.45182
H 3.52423 5.03880 -1.56264
H 2.28635 -3.64649 1.83928
C 2.65247 -4.24299 -1.54640
O -1.00375 0.99274 2.22397
H 0.41574 3.17059 1.98206
C 2.93928 0.38646 0.17126
H 3.72241 -4.04899 -1.58390
N -2.11815 0.23522 2.24735
H 1.12651 0.37470 1.32608
C -4.20867 0.04692 1.04952
H 2.48847 -5.31640 -1.51230
C -2.29386 1.74224 0.60199
C 1.19560 2.21695 0.20422
C 1.87473 1.10109 1.00817
C 0.69210 1.67347 -1.14046
O 1.72616 4.24275 -0.91188
H -3.87940 -1.50328 2.47403
H -0.35176 3.71108 0.46912
O 2.35473 -2.17700 -0.27338
C 1.81880 0.96051 -1.89106
H 2.73083 5.92778 -0.24814
C 0.53134 -3.80027 -0.25725
H 0.29366 2.48598 -1.74789
H 2.61970 1.66388 -2.14068
H 3.74886 1.08248 -0.06764
H 2.19097 -3.84167 -2.44418
C 2.04483 -3.58999 -0.30569
H 0.07024 -3.40223 -1.15687
H 3.77183 -3.95381 0.93768
C 2.70095 -4.13791 0.96295
H 3.35013 -0.45658 0.72391
H 2.34565 1.52621 1.89513
C -4.57620 -1.09654 1.75920
C -6.69306 -1.14780 0.62418
C -2.91104 0.66036 1.28870
C 2.18799 3.35803 -0.02202
H 0.11090 -3.29331 0.60919
H 0.31088 -4.86161 -0.18624
O 3.23907 3.48479 0.54720
C -5.09369 0.59200 0.12315
H 1.43785 0.50658 -2.80712
H -0.10670 0.95176 -0.95837
H 2.52623 -5.20683 1.03918
C -1.09544 1.90101 1.23768
C -6.32082 -0.01234 -0.07402
C -5.80722 -1.68508 1.54455
H -6.08713 -2.57013 2.09522
H -2.66680 2.30548 -0.22615
H -4.83630 1.47885 -0.43399
N 2.37174 -0.09079 -1.06880
C 0.02887 2.84559 1.01345
C 2.56028 5.36515 -1.16797
H 2.03459 5.97402 -1.89861
Br -7.53112 0.74503 -1.33946
O 1.27977 -1.69904 -2.22039
C 1.93297 -1.36568 -1.25675
*
```

Total energy in hartree: -3914.28237
SMILES: COC(=O)C1(Cc2cc(-c3cccc(Br)c3)no2)CCN(C(=O)OC(C)(C)C)CC1

Results of the natural (NBO) charge analysis, in e, for atoms 1 through 5: number 1, H, carries 0.230; number 2, H, carries 0.195; number 3, H, carries 0.215; number 4, C, carries -0.645; number 5, O, carries -0.273